Entry i
# C6H8O2

An isolated molecule of C6H8O2 (ωB97M-V/def2-TZVPD, the OMol25 dataset).

Each line ends with the Löwdin charge.
Element x y z (Å)
C: 0.07 0.21 1.25  -0.069
O: -1.84 -0.86 -0.34  -0.035
H: 2.82 -0.38 -0.57  0.158
C: 1.69 -0.02 -0.42  -0.140
H: -2.40 0.67 -0.08  0.163
C: 1.14 1.19 -0.66  0.055
C: -0.29 0.92 -0.03  -0.320
H: 1.22 -1.81 0.83  0.178
H: -2.17 -1.64 -0.69  0.072
C: -0.46 -0.52 -0.62  -0.218
C: 0.80 -0.84 0.30  -0.228
H: -0.17 -1.05 -1.62  0.178
O: -1.68 1.51 -0.04  -0.099
H: 1.33 2.17 -0.96  0.091
H: -0.74 -0.29 1.68  0.094
H: 0.67 0.75 1.97  0.120

Its SMILES is O[C@@H]1[C@H]2C=C[C@]1(O)C2.



Entry ii
# C6H8O2

A structure of composition C6H8O2 (ωB97M-V/def2-TZVPD, the OMol25 dataset).

Each line ends with the Löwdin charge.
Element x y z (Å)
H: 0.11 1.62 1.66  0.146
C: -2.10 -0.82 -0.03  0.008
O: 1.55 -1.16 -0.33  0.080
H: -2.64 -0.13 -0.62  0.071
O: -0.45 0.33 -1.06  -0.040
C: 0.54 -0.76 0.70  -0.098
C: -0.49 1.32 0.72  0.008
H: -1.71 -1.82 -0.40  0.121
C: -0.76 -0.19 0.19  -0.463
H: 0.52 -1.27 1.68  0.165
H: 2.25 0.63 0.67  0.130
H: -1.14 2.06 0.54  0.073
H: -2.75 -1.05 0.92  0.118
H: 0.72 1.95 -1.06  0.145
C: 1.59 0.09 0.08  -0.242
C: 0.52 1.14 -0.38  -0.223



Tell me which of them is the least stable. Sure, it is entry i.